Density functional theory data (ωB97M-V/def2-TZVPD) for a cluster of 12 separate species, C5H35N2O12 in total.

```
54
Properties=species:S:1:pos:R:3:forces:R:3
N -0.15640 2.21959 0.42724 0.52 -2.27 0.50
C -0.52082 0.91124 -0.26328 0.10 1.17 -1.38
C 0.54134 -0.16960 -0.04749 -0.25 -0.01 0.36
N -0.01033 -1.27121 0.79610 0.65 -0.24 -0.71
C 1.09899 -2.07603 1.35239 -0.18 0.42 1.70
C -0.91448 -2.12565 -0.01774 1.39 -2.54 -0.12
C -1.87493 -2.79410 0.98126 -0.03 0.17 -0.80
O -2.96725 -2.30564 1.17943 0.39 -0.54 0.44
H -0.99393 2.70920 0.67543 -0.82 0.44 0.15
H 0.50257 2.73262 -0.18649 0.45 0.66 -0.58
H 0.32384 1.98551 1.31726 -0.22 0.50 -0.42
H -1.49112 0.60330 0.13248 0.31 0.09 -0.11
H -0.66690 1.15689 -1.37824 0.31 -0.34 1.89
H 0.86012 -0.52571 -1.02218 0.07 -0.32 -0.04
H 1.44849 0.20193 0.44670 -0.42 0.06 -0.09
H 1.79241 -1.41687 1.93238 -0.74 -0.49 -0.34
H 1.72309 -2.56879 0.63489 0.19 -0.31 -0.91
H 0.69616 -2.86125 2.03310 0.25 0.57 -0.41
H -0.34334 -2.98835 -0.65769 -1.08 2.09 1.66
H -1.46101 -1.54634 -0.74725 -0.29 0.25 0.06
H -1.54840 -3.73623 1.50760 -0.26 0.71 -0.27
H 1.52830 2.68598 -1.99525 -0.17 0.13 0.08
H 2.39743 3.15824 -0.84938 -1.38 0.17 -0.66
O 1.48473 3.33527 -1.26621 1.28 0.18 0.49
H 3.16362 1.24747 -1.33552 -0.20 -0.08 -0.85
H 3.46824 1.27925 0.11635 0.25 0.09 0.73
O 3.51849 1.83459 -0.67004 0.56 0.05 0.26
H -0.82043 -0.44950 2.34827 0.27 -0.70 -0.85
H -1.40244 -0.36328 3.80403 0.23 0.33 -0.45
O -1.04621 0.16362 3.06290 -0.33 -0.13 1.33
H -2.05496 1.36417 2.36922 -0.71 0.94 -0.85
H -3.21230 1.60111 1.33966 0.24 0.11 0.10
O -2.44689 2.04273 1.74214 -0.11 -0.70 0.82
H -4.69099 -0.00329 -0.16860 -0.05 -0.41 0.27
H -3.46878 -0.83495 0.42473 -0.18 -1.51 0.76
O -3.74155 -0.04940 -0.02827 -0.21 2.02 -0.92
H 0.21797 -1.65629 -3.02797 -0.09 1.10 -0.26
H -0.78807 -0.52168 -2.90836 -3.45 0.80 0.97
O 0.06373 -0.68310 -3.18427 3.58 -1.77 -1.03
H 2.52389 0.97473 2.22076 0.89 -0.58 -0.62
H 4.04482 0.66722 2.19934 -0.26 -0.20 -0.38
O 3.23805 0.51595 1.67545 -0.24 0.55 1.30
H -2.92500 0.04250 -1.56025 0.07 -0.03 0.47
H -2.99918 0.21732 -3.03642 -0.38 0.14 -1.00
O -2.36416 0.05061 -2.35472 -0.08 -0.09 0.20
H 1.25718 0.49112 -2.96015 -0.59 -0.63 -0.34
H 2.35419 1.38241 -3.60877 -0.10 -0.15 0.12
O 1.94497 1.14088 -2.76674 0.73 0.55 -0.33
H 0.40947 1.05325 3.18534 0.46 0.25 0.02
H 1.27596 2.22446 3.75838 0.03 -0.39 -0.75
O 1.19008 1.63456 2.97873 -0.62 0.28 1.02
H -0.00897 -3.85879 -3.18516 -1.31 -1.39 -1.39
H 1.37594 -3.51943 -2.78869 1.31 -0.28 -0.15
O 0.47477 -3.30223 -2.62644 0.20 1.24 1.32
```
Forces are in eV/Å.

Values from the calculation:
Max |F|: 4.13 eV Å⁻¹
Energy above the lowest of the compared OMol25 structures with the same formula, charge and spin: 37.68 kcal per mole
Gap between HOMO and LUMO: 0.37678 hartree
Electronic energy: -1223.71316 Eh
Net charge: +1